# 1
C28H35MnN5P2S | ωB97M-V/def2-TZVPD

Values from the calculation:
energy above the lowest of the compared OMol25 structures with the same formula, charge and spin = 10.8 kcal/mol
2S+1 = 6
HOMO level (alpha / beta) = -6.6 / -8.5 eV
calculated total energy = -97781.839 eV
gap between HOMO and LUMO (alpha / beta) = 5.85 / 6.28 eV
⟨S²⟩ = 8.8276

Last column: Mulliken spin population.
Atoms and positions in Å:
1 Mn -0.31136 -1.66178 0.21428  4.384
2 C -0.88891 2.42533 4.89036  0.001
3 C -1.25217 2.13657 3.63761  -0.007
4 C -0.53719 2.47003 2.36323  -0.030
5 C 0.77384 1.66619 2.16894  0.073
6 C 1.96272 2.16479 2.92789  0.019
7 C 2.06659 3.24531 3.71774  0.001
8 C 0.99398 4.11951 4.29498  0.000
9 C 0.10958 3.43471 5.37216  0.000
10 C 1.05609 -2.54194 1.33215  0.014
11 H -1.37861 1.87638 5.70482  0.000
12 H -2.15301 1.52599 3.48809  -0.004
13 H -0.35022 3.54891 2.26043  0.001
14 H -1.20279 2.18687 1.53156  0.021
15 H 0.60175 0.60507 2.43736  0.028
16 H 1.03256 1.67713 1.09194  -0.023
17 H 2.86899 1.57673 2.74156  0.001
18 H 3.07555 3.55604 4.02223  0.000
19 H 0.35101 4.58808 3.53752  0.000
20 H 1.50227 4.96060 4.80006  0.000
21 H 0.75545 2.95657 6.12850  0.000
22 H -0.43832 4.23916 5.89906  0.000
23 H 1.06069 -1.92809 2.24985  -0.043
24 H 2.05642 -2.65928 0.88606  0.015
25 H 0.59481 -3.52233 1.55059  0.003
26 P 1.08742 -1.51215 -1.40143  -0.012
27 P -1.76286 -0.93774 -1.26697  0.288
28 N 2.41972 -0.33538 -1.14208  0.014
29 N 2.18427 -2.81263 -2.11635  0.051
30 N -1.98964 0.81501 -1.58649  0.043
31 N -3.51475 -1.33424 -1.32346  0.005
32 C 0.29154 -1.05007 -3.01234  -0.045
33 C -1.19764 -1.39198 -2.94984  0.027
34 C 3.22254 -0.30915 -0.00354  0.046
35 C 4.33333 0.48449 -0.26262  0.009
36 C 4.20912 0.96334 -1.60035  0.007
37 C 3.03246 0.43279 -2.11904  -0.015
38 C 2.36832 -4.09696 -1.62811  0.012
39 C 3.08727 -4.83866 -2.57157  0.001
40 C 3.35194 -3.97274 -3.67740  0.012
41 C 2.82578 -2.72628 -3.34876  0.005
42 C -2.46339 1.66615 -0.59289  -0.001
43 C -2.51698 2.96167 -1.10414  0.013
44 C -2.04756 2.90631 -2.45164  0.007
45 C -1.73821 1.57852 -2.71932  -0.006
46 C -4.53940 -0.60890 -1.94819  -0.004
47 C -5.55863 -1.48314 -2.31017  0.003
48 C -5.18276 -2.78311 -1.83853  0.012
49 C -3.94052 -2.66006 -1.23219  0.019
50 H 0.77619 -1.57634 -3.84194  -0.002
51 H 0.44326 0.02400 -3.16517  0.001
52 H -1.76646 -0.88022 -3.73535  -0.007
53 H -1.38986 -2.47219 -3.04882  0.035
54 H 2.92959 -0.84810 0.88276  -0.030
55 H 5.12305 0.69196 0.44442  0.000
56 H 4.89960 1.61162 -2.11877  0.001
57 H 2.56018 0.56754 -3.08050  -0.001
58 H 1.98096 -4.35749 -0.65850  -0.011
59 H 3.36205 -5.87569 -2.48613  0.000
60 H 3.82818 -4.22739 -4.60893  0.000
61 H 2.84579 -1.80559 -3.90965  0.001
62 H -2.73251 1.27040 0.37948  -0.009
63 H -2.84984 3.83753 -0.56656  0.000
64 H -1.94131 3.73066 -3.14198  0.003
65 H -1.35243 1.13125 -3.62806  0.001
66 H -4.47317 0.46410 -2.05075  0.002
67 H -6.45166 -1.22008 -2.85538  0.001
68 H -5.75406 -3.69351 -1.94735  0.000
69 H -3.33726 -3.38358 -0.70254  0.010
70 S -1.88582 -2.34100 1.67333  0.035
71 C -1.63093 -1.41297 3.05474  0.005
72 N -1.49456 -0.83653 4.07012  0.020

# 2
C28H35N5P2Pt | ωB97M-V/def2-TZVPD

Values from the calculation:
energy above the lowest of the compared OMol25 structures with the same formula, charge and spin = 0.0 kcal/mol
2S+1 = 5
HOMO level (alpha / beta) = -12.2 / -12.6 eV
calculated total energy = -58854.241 eV
total charge = +2
gap between HOMO and LUMO (alpha / beta) = 7.15 / 3.39 eV
⟨S²⟩ = 6.0228

Last column: Mulliken spin population.
Atoms and positions in Å:
1 Pt -0.68734 1.70528 -0.56587  -0.039
2 C -1.68507 1.83721 -2.37023  0.022
3 C -0.97951 0.59753 -2.39878  0.042
4 C 0.30446 0.38999 -3.20142  0.037
5 C 1.40059 1.39868 -2.83235  -0.005
6 C 1.26721 1.95416 -1.44144  -0.007
7 C 0.61420 3.20727 -1.22290  0.023
8 C -0.10368 3.91456 -2.34904  -0.002
9 C -1.16137 3.04503 -3.11615  0.002
10 C 0.58171 1.87880 1.10562  0.023
11 H -2.77596 1.72798 -2.27359  0.000
12 H -1.57406 -0.32556 -2.20011  -0.048
13 H 0.12959 0.40030 -4.29672  0.000
14 H 0.62042 -0.64469 -2.99735  -0.003
15 H 2.40821 0.98338 -2.97844  0.002
16 H 1.33861 2.26290 -3.49101  -0.001
17 H 2.04546 1.61586 -0.75578  0.009
18 H 0.91626 3.77614 -0.33896  0.000
19 H 0.60934 4.38232 -3.04268  0.002
20 H -0.63820 4.76979 -1.91036  0.000
21 H -2.03885 3.66384 -3.33258  0.000
22 H -0.74571 2.71728 -4.07296  0.000
23 H 0.23879 2.85149 1.45097  0.000
24 H 1.67525 1.91594 1.06760  -0.002
25 H 0.26073 1.07316 1.77500  0.001
26 P 2.11236 -1.50547 0.82797  0.055
27 P -0.60154 -1.47172 0.69115  0.694
28 N 3.63091 -0.83397 0.19331  -0.017
29 N 2.90202 -2.48505 2.00739  -0.042
30 N -4.85886 1.27439 -0.57774  0.366
31 N -2.03731 -1.91334 1.47824  0.070
32 C 1.59782 -2.72297 -0.40565  0.027
33 C 0.03842 -2.93204 -0.21540  0.023
34 C 4.27558 0.37706 0.47292  0.191
35 C 5.55905 0.33197 -0.06568  0.034
36 C 5.72002 -0.94818 -0.66964  0.061
37 C 4.52558 -1.62492 -0.53324  0.176
38 C 3.11695 -1.92769 3.27953  0.225
39 C 4.17384 -2.58738 3.88624  0.052
40 C 4.63437 -3.58408 2.95784  0.065
41 C 3.86805 -3.48587 1.80108  0.220
42 C -5.09171 2.59103 -0.32716  0.346
43 C -6.45296 2.77024 0.09916  0.353
44 C -7.01521 1.45866 0.17861  0.338
45 C -5.95672 0.55933 -0.20179  0.369
46 C -3.24942 -2.53406 1.17081  -0.015
47 C -4.05485 -2.56201 2.30643  0.046
48 C -3.34534 -1.85370 3.33515  0.015
49 C -2.15336 -1.42710 2.80207  0.020
50 H 2.17703 -3.66170 -0.35737  -0.001
51 H 1.78751 -2.26798 -1.39228  -0.008
52 H -0.45986 -3.02572 -1.19957  0.023
53 H -0.18047 -3.85230 0.36173  0.011
54 H 3.76886 1.15072 1.02267  0.011
55 H 6.29090 1.12482 -0.04550  0.000
56 H 6.60564 -1.33314 -1.14657  0.003
57 H 4.21347 -2.58368 -0.90563  0.004
58 H 2.47986 -1.12721 3.62575  0.006
59 H 4.55367 -2.39202 4.87679  0.002
60 H 5.41523 -4.31913 3.13134  0.002
61 H 3.88906 -4.02717 0.87330  0.002
62 H -4.33164 3.36462 -0.44265  0.032
63 H -6.93823 3.73037 0.32400  0.010
64 H -8.02008 1.17081 0.47136  0.008
65 H -6.00096 -0.52661 -0.18153  0.031
66 H -3.45225 -2.86618 0.16346  0.000
67 H -5.02779 -3.01850 2.42296  0.003
68 H -3.67741 -1.66875 4.34353  0.000
69 H -1.37993 -0.77305 3.17243  -0.001
70 N -2.93174 1.34824 1.51465  0.087
71 C -2.13961 1.49179 0.66510  0.053

# 3
C28H35N5P2SSr | ωB97M-V/def2-TZVPD

Values from the calculation:
energy above the lowest of the compared OMol25 structures with the same formula, charge and spin = 200.7 kcal/mol
HOMO level (alpha / beta) = -6.4 / -5.4 eV
calculated total energy = -67287.924 eV
gap between HOMO and LUMO (alpha / beta) = 6.20 / 4.89 eV

Last column: Löwdin charge in e.
Atoms and positions in Å:
1 Sr 0.00001 0.00000 3.46286  1.064
2 C -2.11549 1.92380 -5.05854  -0.102
3 C -2.18599 0.71030 -4.49864  -0.117
4 C -1.36329 -0.52600 -4.75114  -0.188
5 C -0.01339 -0.34310 -5.47944  -0.198
6 C 0.93611 0.57240 -4.74464  -0.107
7 C 1.00651 1.90850 -4.77694  -0.110
8 C 0.18411 2.90680 -5.54884  -0.190
9 C -1.16609 2.42190 -6.12154  -0.198
10 C 1.41981 0.56190 4.91886  -0.468
11 H -2.81509 2.67150 -4.68424  0.097
12 H -2.95339 0.57370 -3.73564  0.083
13 H -1.97239 -1.25320 -5.31084  0.114
14 H -1.17009 -0.99870 -3.77784  0.100
15 H 0.45241 -1.33220 -5.56154  0.106
16 H -0.18339 -0.00500 -6.50314  0.095
17 H 1.63561 0.06610 -4.07914  0.095
18 H 1.77361 2.36740 -4.15184  0.098
19 H 0.79311 3.31220 -6.37214  0.113
20 H -0.00869 3.76050 -4.88394  0.111
21 H -1.63199 3.27390 -6.63074  0.106
22 H -0.99659 1.66740 -6.89184  0.095
23 H 1.03371 1.35740 5.58226  0.061
24 H 2.35981 0.91670 4.44826  0.053
25 H 1.65591 -0.33270 5.53266  0.063
26 P 1.61671 -0.47140 1.88546  0.762
27 P -1.46609 -0.68800 1.81776  0.759
28 N 2.64101 0.82610 1.35946  -0.262
29 N 2.84611 -1.68290 2.17736  -0.254
30 N -2.09729 0.57820 0.80566  -0.257
31 N -2.86109 -1.65620 2.18696  -0.270
32 C 0.82621 -1.07250 0.29886  -0.358
33 C -0.53259 -1.73120 0.59166  -0.355
34 C 2.42831 2.15880 1.72966  -0.146
35 C 3.28601 2.94610 0.98956  -0.094
36 C 4.04651 2.07870 0.13616  -0.094
37 C 3.63091 0.78340 0.37186  -0.122
38 C 3.67691 -1.67450 3.29916  -0.137
39 C 4.28541 -2.91130 3.39236  -0.094
40 C 3.79581 -3.71830 2.31426  -0.097
41 C 2.90541 -2.94880 1.59006  -0.144
42 C -2.34469 1.86280 1.30266  -0.143
43 C -2.84759 2.63370 0.27406  -0.086
44 C -2.91449 1.80650 -0.89444  -0.084
45 C -2.45199 0.55190 -0.54794  -0.139
46 C -3.92649 -2.00290 1.35276  -0.125
47 C -4.69319 -2.94480 2.01166  -0.094
48 C -4.07869 -3.19610 3.28266  -0.095
49 C -2.95769 -2.39480 3.37076  -0.143
50 H 1.50821 -1.74020 -0.26024  0.071
51 H 0.68571 -0.15460 -0.30544  0.091
52 H -1.10949 -1.90630 -0.33444  0.079
53 H -0.40939 -2.70990 1.09546  0.087
54 H 1.67761 2.39520 2.48736  0.097
55 H 3.37151 4.03260 1.05946  0.098
56 H 4.82831 2.37590 -0.56704  0.097
57 H 3.95771 -0.17290 -0.04034  0.115
58 H 3.76281 -0.77570 3.91176  0.102
59 H 5.01851 -3.20330 4.14706  0.098
60 H 4.07881 -4.74740 2.08556  0.096
61 H 2.31031 -3.18890 0.70776  0.094
62 H -2.12079 2.08660 2.34696  0.100
63 H -3.13039 3.68700 0.34736  0.101
64 H -3.25909 2.10470 -1.88844  0.089
65 H -2.33849 -0.35250 -1.14494  0.098
66 H -4.05869 -1.51500 0.38656  0.103
67 H -5.61389 -3.39400 1.63086  0.098
68 H -4.43429 -3.87860 4.05806  0.099
69 H -2.21299 -2.25650 4.15626  0.096
70 S 0.00001 0.00000 8.39846  0.624
71 C 0.00001 0.00000 6.77846  -0.783
72 N 0.00001 0.00000 5.46286  -0.456